Entry from the OMol25 dataset: a 2-piece molecular cluster, C4H12N3 overall in a non-equilibrium geometry (ωB97M-V/def2-TZVPD).

Output
E	-323.37300	hartree
energy above the lowest of the compared OMol25 structures with the same formula, charge and spin	8.307	eV
LUMO energy	-0.3148	Ha
charge	+1

Each line ends with the Mulliken charge.
Atoms and positions in Å:
C  -0.8642  0.8075  -0.2897  -0.64
C  -1.7060  -0.2839  0.4690  -0.07
C  -1.9885  -0.0279  1.9172  -1.02
N  2.7810  0.4220  -1.0874  -0.55
C  2.4612  -0.6934  -0.2956  0.08
N  1.3086  -1.2499  -0.4225  -0.31
N  -0.3127  0.3327  -1.5610  -0.28
H  -1.4607  1.7238  -0.5580  0.36
H  0.0186  0.9491  0.4158  0.31
H  -2.6666  -0.4789  -0.0201  0.31
H  -1.0286  -1.2259  0.4407  0.21
H  -1.2762  -0.4493  2.7057  0.30
H  -1.9305  1.1615  2.0820  0.26
H  3.6051  0.8012  -0.4979  0.33
H  3.1707  0.0329  -2.0217  0.32
H  3.4389  -1.0840  0.1209  0.41
H  -3.1044  -0.2353  2.0951  0.29
H  -0.8643  -0.1111  -2.3199  0.31
H  0.4189  -0.3912  -1.1727  0.38

=====

Entry from the OMol25 dataset: a 6-piece molecular cluster, C41H41F5N2PS overall (ωB97M-V/def2-TZVPD).

Output
E	-2934.97812	hartree
LUMO energy	-0.1553	Ha
charge	+1

Each line ends with the Mulliken charge.
Atoms and positions in Å:
C  -1.4389  2.6368  5.5530  0.28
C  -0.7576  1.9261  4.8727  -0.18
C  0.1612  1.0717  4.1263  -2.43
C  -0.1264  0.8872  2.6631  0.21
C  0.6245  1.5523  1.6966  1.09
P  1.9364  2.7516  2.1355  0.22
N  3.2394  2.0601  2.6447  -0.64
C  0.4422  1.2832  0.3474  -0.50
C  -0.4872  0.3611  -0.0281  -1.19
N  -1.2126  -0.2379  0.9252  0.47
C  -1.0899  -0.0074  2.2459  0.47
C  -1.9966  -0.7714  3.1432  -0.63
C  -3.2900  -0.0262  3.5339  -0.74
C  -3.9216  0.8157  2.4211  -0.65
S  -3.6593  2.5975  2.5270  -0.18
H  -2.0336  3.2270  6.2035  0.50
H  1.1632  1.4756  4.2324  0.51
H  0.1841  0.0986  4.6144  0.42
H  1.2714  3.6498  2.9835  0.14
H  2.0236  3.4347  0.9139  0.10
H  3.5159  2.3937  3.5602  0.27
H  1.0284  1.7712  -0.4145  0.61
H  -0.6678  0.0822  -1.0510  0.56
H  -1.8907  -0.9315  0.6405  0.32
H  -1.4193  -1.0335  4.0235  0.63
H  -2.2577  -1.7071  2.6742  -0.30
H  -3.0628  0.6013  4.3891  0.31
H  -4.0266  -0.7568  3.8466  0.47
H  -3.5693  0.5460  1.4330  0.26
H  -4.9901  0.6346  2.4103  0.52
H  -4.0384  2.7245  3.7982  0.11
F  -3.6495  9.8718  4.6746  -0.31
C  -3.4281  8.5945  4.3213  0.30
C  -3.6518  8.2173  3.0119  -0.44
C  -3.4201  6.8981  2.6540  -0.36
C  -2.9757  5.9830  3.5986  -0.13
C  -2.7614  6.3892  4.9083  -0.27
C  -2.9857  7.7060  5.2810  -0.55
H  -4.0020  8.9476  2.2956  0.42
H  -3.5894  6.5841  1.6327  0.39
H  -2.7985  4.9554  3.3088  0.26
H  -2.4166  5.6800  5.6493  0.20
H  -2.8219  8.0470  6.2939  0.43
F  -3.0100  -3.9737  2.8489  -0.37
C  -1.9980  -4.5611  2.1623  0.20
C  -1.2029  -5.4897  2.7992  -0.65
C  -0.1599  -6.0619  2.0825  -0.47
C  0.0744  -5.6979  0.7619  -0.22
C  -0.7484  -4.7670  0.1463  -0.65
C  -1.7980  -4.1915  0.8476  -0.24
H  -1.3937  -5.7477  3.8320  0.45
H  0.4776  -6.7918  2.5619  0.41
H  0.8924  -6.1399  0.2136  0.40
H  -0.5724  -4.4854  -0.8834  0.43
H  -2.4626  -3.4714  0.3837  0.71
F  2.5281  2.2298  -2.0896  -0.39
C  2.8305  0.9453  -2.4197  -0.01
C  2.7439  0.5513  -3.7377  -0.51
C  3.0355  -0.7694  -4.0496  -0.61
C  3.4009  -1.6648  -3.0522  -0.20
C  3.4772  -1.2397  -1.7331  -0.65
C  3.1947  0.0808  -1.4101  -0.12
H  2.4570  1.2621  -4.5001  0.75
H  2.9729  -1.0978  -5.0778  0.40
H  3.6229  -2.6934  -3.3025  0.34
H  3.7549  -1.9345  -0.9520  0.48
H  3.2592  0.4356  -0.3882  0.56
F  -0.0429  -1.0191  -6.1174  -0.33
C  -0.1871  0.1963  -6.6920  0.36
C  -0.0760  1.3183  -5.8973  -0.37
C  -0.2185  2.5678  -6.4840  -0.44
C  -0.4734  2.6744  -7.8438  -0.51
C  -0.5826  1.5279  -8.6193  -0.33
C  -0.4368  0.2727  -8.0461  -0.54
H  0.1153  1.2065  -4.8390  0.62
H  -0.1275  3.4587  -5.8773  0.36
H  -0.5852  3.6485  -8.2990  0.38
H  -0.7828  1.6086  -9.6787  0.37
H  -0.5132  -0.6324  -8.6327  0.42
F  2.4480  -7.5124  -0.7120  -0.38
C  3.2053  -6.7768  -1.5594  0.42
C  4.1262  -5.8972  -1.0283  -0.38
C  4.8953  -5.1403  -1.9010  -0.26
C  4.7304  -5.2693  -3.2733  -0.78
C  3.7935  -6.1615  -3.7776  -0.30
C  3.0202  -6.9282  -2.9179  -0.58
H  4.2380  -5.8160  0.0446  0.45
H  5.6319  -4.4539  -1.5053  0.47
H  5.3372  -4.6819  -3.9490  0.48
H  3.6649  -6.2664  -4.8461  0.40
H  2.2898  -7.6349  -3.2874  0.45